{
  "formula": "C32H36FN13O3PReS2",
  "method": "wB97M-V/def2-TZVPD",
  "relative_energy_ev": 1.467,
  "total_charge": 3,
  "spin_multiplicity": 2,
  "e_homo_ev": [-14.42, -14.69],
  "orbital_gap_ev": [5.743, 6.993],
  "e_tot_ha": -3493.61518,
  "species": ["Re", "S", "S", "P", "F", "O", "O", "O", "N", "N", "N", "N", "N", "N", "N", "N", "N", "N", "N", "N", "N", "C", "C", "C", "C", "C", "C", "C", "C", "C", "C", "C", "C", "C", "C", "C", "C", "C", "C", "C", "C", "C", "C", "C", "C", "C", "C", "C", "C", "C", "C", "C", "C", "H", "H", "H", "H", "H", "H", "H", "H", "H", "H", "H", "H", "H", "H", "H", "H", "H", "H", "H", "H", "H", "H", "H", "H", "H", "H", "H", "H", "H", "H", "H", "H", "H", "H", "H", "H"],
  "xyz": [[-2.1782, -1.5568, -0.6926], [0.5967, -2.5332, -1.3788], [-2.2570, -3.8472, -0.7662], [-1.5552, -0.9094, -2.9568], [3.3155, -1.2320, 3.5493], [-2.7802, 0.4284, -0.5806], [-2.0256, 2.2142, -1.7079], [-0.5315, -0.7915, 0.4937], [-7.0402, -2.1104, -1.4469], [-1.0150, -1.6602, -5.5771], [-3.9777, -1.4367, 3.1877], [-1.2773, -7.3016, -1.4466], [0.5817, 3.0365, 1.4239], [5.9622, 2.2212, 6.2725], [0.0516, 0.3779, -4.7721], [-2.3086, 0.3782, -5.2685], [4.0712, 1.3777, 4.3472], [-4.2787, -1.8771, -1.1472], [2.3047, -5.6853, -2.2336], [-3.1133, -1.5958, 1.2334], [-5.0372, -1.4771, 2.3599], [-4.4764, -1.5723, 1.1861], [0.9693, 4.4400, 1.6866], [0.8618, 0.6619, 1.6944], [1.2579, 1.9703, 2.0074], [0.2587, -0.7889, -5.5520], [5.1143, 0.9809, 6.5315], [-0.8483, 1.5462, 0.2147], [4.6311, 0.3601, 5.2281], [-4.8346, -2.1879, -2.3216], [3.0140, 1.1286, 3.4756], [-2.7825, 0.1090, -3.9094], [-5.1226, -1.7387, -0.1071], [-2.8279, -1.5066, 2.5198], [1.4250, -5.0189, -1.9142], [-0.3994, 2.7989, 0.5497], [0.3336, -4.1776, -1.5058], [2.1740, 4.8694, 0.8674], [-0.9043, -4.7593, -1.2320], [2.3229, 2.1831, 2.8967], [-0.0525, 0.1110, -3.3378], [-2.1797, -0.7792, -6.0732], [2.6137, -0.1785, 3.0995], [1.5750, -0.4100, 2.2551], [-6.2068, -2.3064, -2.4622], [-1.1102, -6.1690, -1.3467], [6.2385, 2.4306, 4.8111], [-6.4987, -1.8409, -0.2707], [-1.3018, -2.2424, -4.2258], [-1.0748, 1.1605, -5.2830], [-0.2294, 0.4109, 0.7776], [4.9161, 2.5400, 4.0768], [-1.9469, 1.4220, -0.7906], [-3.7516, -0.3869, -3.9553], [5.4311, -0.2164, 4.7558], [-1.9376, -0.5153, -7.1025], [-3.0769, -1.3971, -6.0496], [0.8476, -0.3949, -2.9893], [1.1311, 4.5518, 2.7572], [-0.8602, 3.6663, 0.0935], [5.4746, 3.0434, 6.6315], [-7.1573, -1.7097, 0.5793], [-2.9214, 1.0495, -3.3753], [-6.6404, -2.5640, -3.4203], [1.3267, -1.4262, 1.9787], [5.1342, 2.6232, 3.0078], [-0.8585, 1.4659, -6.3072], [-4.1258, -1.3808, 4.1851], [-0.1462, 1.0596, -2.8087], [1.0594, -1.4097, -5.1514], [-1.2052, 2.0485, -4.6679], [2.4299, 5.9007, 1.1070], [3.0453, 4.2440, 1.0632], [5.7269, 0.2699, 7.0809], [-0.4579, -2.8659, -3.9318], [6.8197, 3.3436, 4.7023], [-0.8727, -2.4241, -6.2415], [2.6090, 3.1909, 3.1508], [-1.8470, -1.5010, 2.9636], [4.2840, 1.2921, 7.1601], [-4.1691, -2.3633, -3.1523], [6.8400, 1.5911, 4.4706], [0.4637, -0.5324, -6.5910], [3.8588, -0.3498, 5.5062], [4.4223, 3.4710, 4.3789], [-2.1876, -2.8747, -4.3046], [6.8390, 2.1663, 6.7933], [0.1021, 5.0496, 1.4427], [1.9532, 4.8179, -0.1986]],
  "forces_ev_per_angstrom": [[0.0585, 0.1035, 0.0205], [-0.0133, -0.0321, 0.0060], [0.0653, -0.2093, 0.0649], [-0.1188, 0.0444, -0.0823], [-0.0004, 0.0005, 0.0017], [0.1521, -0.1304, -0.2991], [-0.1385, -0.0030, 0.0432], [-0.1017, 0.1521, 0.1630], [0.0066, 0.0004, 0.0036], [0.0077, -0.0162, 0.0103], [-0.0234, 0.0045, -0.0029], [-0.0318, 0.0085, -0.0047], [0.0075, 0.0097, -0.0077], [-0.0024, 0.0044, -0.0061], [0.0011, -0.0013, -0.0014], [0.0101, 0.0276, 0.0108], [0.0161, -0.0393, -0.0576], [-0.0145, 0.0703, -0.0088], [0.0149, 0.0463, -0.0559], [-0.0127, -0.0495, -0.0324], [0.0120, 0.0106, 0.0217], [0.0091, 0.0015, -0.0014], [-0.0005, -0.0095, -0.0089], [0.0023, 0.0018, 0.0092], [-0.0067, -0.0059, -0.0066], [-0.0050, 0.0236, 0.0175], [0.0011, -0.0042, -0.0058], [0.0338, -0.0484, -0.0863], [-0.0053, 0.0199, 0.0133], [0.0200, -0.0090, 0.0061], [0.0162, 0.0009, 0.0215], [0.0291, 0.0030, -0.0090], [0.0190, 0.0128, 0.0094], [0.0144, 0.0104, -0.0039], [-0.0590, -0.0714, 0.1099], [0.0187, 0.0152, 0.0036], [0.0496, 0.0064, -0.0490], [0.0004, -0.0024, 0.0028], [-0.1314, 0.1219, -0.0345], [0.0041, 0.0195, -0.0097], [-0.0111, -0.0156, 0.0044], [-0.0102, -0.0061, -0.0118], [-0.0009, -0.0101, 0.0122], [0.0041, 0.0082, 0.0012], [-0.0214, -0.0022, 0.0074], [0.0878, -0.0194, -0.0006], [-0.0072, 0.0072, -0.0050], [-0.0156, -0.0051, -0.0124], [0.0160, 0.0367, 0.0230], [-0.0011, -0.0148, 0.0066], [0.0440, -0.0651, -0.0322], [-0.0197, -0.0081, 0.0219], [0.0174, 0.0423, 0.2106], [-0.0031, -0.0070, -0.0042], [0.0014, 0.0015, -0.0068], [0.0036, -0.0042, -0.0014], [0.0005, -0.0009, -0.0005], [-0.0026, -0.0078, -0.0029], [-0.0035, 0.0009, 0.0034], [0.0064, 0.0042, 0.0071], [0.0182, 0.0017, 0.0223], [-0.0007, -0.0002, -0.0005], [-0.0051, -0.0050, 0.0034], [0.0021, 0.0015, -0.0014], [0.0033, -0.0007, -0.0002], [-0.0104, 0.0164, -0.0028], [0.0005, -0.0010, -0.0013], [0.0007, -0.0018, 0.0000], [0.0131, 0.0021, 0.0068], [0.0024, -0.0029, -0.0030], [-0.0032, -0.0017, 0.0015], [0.0003, 0.0000, -0.0025], [-0.0002, 0.0025, 0.0007], [-0.0102, 0.0069, 0.0218], [0.0051, -0.0132, -0.0106], [-0.0025, 0.0018, -0.0057], [-0.0005, 0.0003, -0.0007], [-0.0068, -0.0006, -0.0048], [-0.0015, -0.0027, -0.0004], [-0.0103, 0.0152, -0.0195], [-0.0003, -0.0028, 0.0006], [0.0029, -0.0042, 0.0110], [-0.0022, -0.0040, -0.0038], [0.0045, -0.0060, 0.0038], [-0.0003, -0.0020, 0.0165], [0.0013, -0.0033, -0.0008], [0.0102, -0.0194, -0.0182], [-0.0004, 0.0021, 0.0020], [0.0008, -0.0015, 0.0007]]
}